Arrangement P

Here is a 4-piece molecular cluster, C2H12O3S2 overall from the Open Molecules 2025 dataset. Energies are from ωB97M-V/def2-TZVPD.

Results
* structure (SMILES): CSSC.O.O.O
* orbital gap: 8.7 eV
* net charge: 0

Each line ends with the Mulliken charge.
Element x y z (Å)
C 1.917 -0.128 -1.549  -0.7207
S 1.952 -1.793 -0.595  -0.1374
S 0.117 -2.340 -1.544  -0.0805
C -0.916 -2.596 -0.101  -0.7725
H 0.888 0.294 -1.452  0.2659
H 2.376 -0.165 -2.597  0.3038
H 2.735 0.404 -0.988  0.2696
H -1.554 -3.428 -0.305  0.3162
H -1.338 -1.723 0.220  0.2644
H -0.232 -2.852 0.633  0.2882
O -1.004 2.425 -1.223  -0.6354
H -1.596 2.146 -0.517  0.3203
H -1.643 3.100 -1.733  0.3117
O -1.476 2.326 1.740  -0.6313
H -0.902 2.982 2.156  0.3146
H -0.885 1.530 1.777  0.3597
O 0.169 -0.135 1.960  -0.6453
H 0.552 0.017 2.838  0.2824
H 0.841 -0.062 1.281  0.3261

Arrangement Q

Here is a 4-piece molecular cluster, C2H12O3S2 overall from the Open Molecules 2025 dataset. Energies are from ωB97M-V/def2-TZVPD.

Results
* structure (SMILES): CSSC.O.O.O
* orbital gap: 8.8 eV
* net charge: 0

Each line ends with the Mulliken charge.
Element x y z (Å)
C -2.766 2.126 0.648  -0.6797
S -1.107 2.502 1.318  -0.0922
S -0.295 2.885 -0.598  -0.0887
C 0.745 1.433 -0.829  -0.7807
H -2.635 1.264 -0.058  0.2071
H -3.259 3.061 0.116  0.2605
H -3.474 1.936 1.463  0.2908
H 0.275 0.549 -0.258  0.1649
H 1.723 1.653 -0.442  0.2991
H 0.951 1.178 -1.812  0.4143
O -2.180 -2.560 -0.687  -0.6045
H -2.789 -1.817 -0.659  0.3188
H -1.542 -2.589 -0.063  0.2848
O 1.757 -3.363 -0.596  -0.6199
H 1.479 -4.208 -0.970  0.3163
H 1.410 -3.330 0.291  0.3031
O 3.797 0.173 1.003  -0.6274
H 3.407 -0.516 1.584  0.3091
H 4.503 -0.376 0.549  0.3245

Which of them is least stable? Easy: arrangement Q.

Arrangement P

Here is an isolated ion of composition C5H11ClN and charge +1 from the Open Molecules 2025 dataset. Energies are from ωB97M-V/def2-TZVPD.

Results
* structure (SMILES): C[N+]1(C)C[C@H]1CCl
* orbital gap: 11.9 eV
* net charge: +1

Each line ends with the Mulliken charge.
Element x y z (Å)
C -0.767 1.022 -1.178  -0.9753
N -0.118 0.198 -0.044  0.3401
C -1.038 0.038 1.042  -0.8276
C 1.293 0.632 0.236  -0.5062
C 0.909 -0.697 -0.469  -0.1184
C 1.369 -2.006 0.170  -0.6637
Cl 3.060 -2.177 -0.326  -0.1335
H -1.576 0.505 -1.563  0.4247
H -1.080 1.924 -0.684  0.3826
H -0.083 1.083 -2.070  0.3429
H -2.097 -0.087 0.814  0.3359
H -0.634 -0.804 1.656  0.3077
H -0.890 0.954 1.667  0.3850
H 1.625 0.807 1.224  0.3177
H 1.614 1.451 -0.397  0.2721
H 1.152 -0.511 -1.512  0.3873
H 0.868 -2.752 -0.412  0.3996
H 1.585 -1.882 1.268  0.3292

Arrangement Q

Here is a 2-piece molecular cluster, C5H11ClN overall from the Open Molecules 2025 dataset. Energies are from ωB97M-V/def2-TZVPD.

Results
* orbital gap: 9.0 eV
* net charge: +1

Each line ends with the Mulliken charge.
Element x y z (Å)
C -0.171 -1.029 -1.085  0.4353
C 2.492 0.904 0.076  -0.5840
C -2.625 -0.567 -0.657  -0.8159
C -0.812 0.487 0.591  -0.9852
C 2.700 0.241 1.204  -0.1869
N -1.232 -0.349 -0.583  0.0964
Cl -0.147 -2.069 -2.277  -0.0355
H 2.994 1.830 -0.138  0.2605
H 0.937 -0.547 -0.691  0.0136
H 1.653 0.725 -0.582  0.2700
H -3.118 0.385 -0.933  0.3074
H -2.929 -0.900 0.357  0.3154
H -2.877 -1.287 -1.365  0.3928
H 0.201 0.692 0.807  0.2434
H -1.186 0.028 1.421  0.4172
H -1.365 1.397 0.501  0.3785
H 3.527 0.579 1.885  0.2493
H 1.956 -0.518 1.472  0.2280

Arrangement R

Here is an isolated ion of composition C5H11ClN and charge +1 from the Open Molecules 2025 dataset. Energies are from ωB97M-V/def2-TZVPD.

Results
* structure (SMILES): C=C(Cl)[N+](C)(C)C
* orbital gap: 11.4 eV
* net charge: +1

Each line ends with the Mulliken charge.
Element x y z (Å)
C 1.842 1.017 1.472  -0.6470
C 1.576 0.360 0.387  0.4629
Cl 2.735 0.121 -0.852  -0.1000
N 0.239 -0.282 0.158  0.0628
C 0.163 -0.805 -1.212  -1.1551
C -0.935 0.670 0.263  -0.7779
C -0.023 -1.401 1.129  -0.7601
H 2.912 1.360 1.602  0.2716
H 1.068 1.280 2.189  0.2435
H -0.789 -1.352 -1.599  0.3373
H 0.113 -0.038 -2.099  0.4169
H 0.990 -1.476 -1.429  0.5054
H -1.888 0.392 -0.274  0.3419
H -1.125 0.745 1.419  0.3448
H -0.612 1.656 -0.203  0.3568
H -1.067 -1.946 0.931  0.3261
H 0.917 -2.015 1.003  0.3678
H -0.140 -0.920 2.088  0.4023

Which of them is least stable? Easy: arrangement Q.

Arrangement P

Here is an isolated ion of composition C4H10N2O and charge -1 from the Open Molecules 2025 dataset. Energies are from ωB97M-V/def2-TZVPD.

Results
* 2S+1: 2
* orbital gap (alpha / beta): 3.5 / 7.0 eV
* net charge: -1

Each line ends with the Mulliken charge.
Element x y z (Å)
C 0.375 -0.927 -0.294  -0.7618
C 0.672 -0.350 -1.708  -0.3904
C -0.395 0.623 -2.145  -0.4315
O -1.617 0.398 -1.843  -0.7913
N -0.160 0.035 0.603  0.0650
C 0.502 0.553 1.744  -0.6928
N 0.283 -0.335 2.935  -0.6461
H -0.180 -1.869 -0.251  0.2408
H 1.354 -1.217 0.144  0.3306
H 0.878 -1.178 -2.432  0.2716
H 1.642 0.141 -1.587  0.1715
H -0.046 1.517 -2.691  0.3280
H -0.923 0.640 0.370  0.1803
H 0.296 1.640 1.910  0.2839
H 1.596 0.507 1.607  0.3920
H 0.696 0.174 3.727  0.2236
H -0.700 -0.270 3.204  0.2267

Arrangement Q

Here is an isolated ion of composition C4H10N2O and charge -1 from the Open Molecules 2025 dataset. Energies are from ωB97M-V/def2-TZVPD.

Results
* 2S+1: 2
* orbital gap (alpha / beta): 7.8 / 7.2 eV
* net charge: -1

Each line ends with the Mulliken charge.
Element x y z (Å)
C -0.232 -1.237 -0.525  -0.2062
N 0.970 -1.144 0.083  -0.6760
C 1.696 0.169 -0.519  0.1728
N 2.763 0.516 0.486  -0.7404
O 0.913 1.200 -0.683  -0.8418
C -1.541 -0.487 0.396  -0.6753
C -1.846 0.939 0.139  -0.8581
H -0.307 -0.787 -1.574  0.2146
H -0.762 -2.266 -0.655  0.2925
H 2.195 -0.195 -1.403  0.2939
H 2.816 -0.269 1.126  0.2571
H 2.480 1.319 1.022  0.2760
H -1.136 -0.649 1.401  0.2955
H -2.411 -1.165 0.310  0.3818
H -0.719 1.583 0.047  0.2480
H -2.402 1.310 1.044  0.2741
H -2.477 1.165 -0.695  0.2916

Which of them is least stable? Easy: arrangement Q.